DFT (ωB97M-V/def2-TZVPD) results for 2 unconnected molecules or ions with the total composition C4H12.

Element x y z (Å)
C -1.2017 -0.5996 -1.8774
C 0.1560 -1.0137 -2.4557
H -1.3212 -0.9490 -0.8556
H -1.3332 0.4929 -1.9244
H -2.0416 -0.9403 -2.4940
H 0.9676 -0.8094 -1.7538
H 0.3516 -0.4352 -3.3596
H 0.1381 -2.0745 -2.6972
C -0.0260 0.3816 2.4756
C 1.0933 1.2149 1.8599
H -1.0088 0.8578 2.4007
H -0.1803 -0.5920 1.9916
H 0.2300 0.1760 3.5177
H 2.0594 0.7732 2.0925
H 1.0205 1.3051 0.7799
H 1.0963 2.2123 2.2999

The HOMO-LUMO gap comes out at 12.92 eV. As for the structure (SMILES): CC.CC. For the HOMO energy, the calculation gives -0.4342 Ha.